Below is 2 unconnected molecules or ions with the total composition C34H34N5 at a distorted geometry, with properties calculated with the ωB97M-V functional and the def2-TZVPD basis.

Each line ends with the Löwdin charge.
Atoms and positions in Å:
C (-5.506, 3.262, -2.232)  0.019
C (-4.928, 1.998, -1.764)  -0.152
N (-5.508, 1.267, -0.788)  -0.010
C (-6.766, 1.613, -0.149)  0.027
C (-4.769, 0.110, -0.523)  -0.148
C (-3.674, 0.089, -1.423)  -0.089
C (-2.905, -1.066, -1.487)  -0.001
C (-3.169, -2.116, -0.594)  -0.044
C (-4.263, -2.067, 0.287)  -0.048
C (-5.102, -0.943, 0.317)  0.008
C (-3.757, 1.318, -2.222)  -0.076
C (-2.978, 1.709, -3.298)  0.104
C (-1.727, 1.121, -3.684)  -0.211
C (-0.746, 0.749, -2.729)  -0.038
C (0.406, 0.076, -3.120)  -0.057
C (0.642, -0.196, -4.475)  -0.035
C (-0.285, 0.223, -5.442)  -0.054
C (-1.439, 0.895, -5.056)  -0.009
H (-4.833, 3.655, -2.996)  0.084
H (-6.505, 3.136, -2.677)  0.114
H (-5.590, 4.006, -1.426)  0.114
H (-7.030, 0.820, 0.554)  0.088
H (-6.676, 2.565, 0.392)  0.114
H (-7.565, 1.711, -0.898)  0.114
H (-2.120, -1.146, -2.236)  0.109
H (-2.526, -2.997, -0.598)  0.113
H (-4.474, -2.910, 0.942)  0.115
H (-5.983, -0.870, 0.957)  0.111
H (-3.401, 2.470, -3.956)  0.132
H (-0.910, 0.995, -1.677)  0.126
H (1.130, -0.245, -2.364)  0.094
H (1.548, -0.726, -4.773)  0.118
H (-0.106, 0.014, -6.499)  0.116
H (-2.175, 1.221, -5.796)  0.123
N (2.827, 1.857, -0.888)  0.236
N (2.682, 0.861, -0.333)  -0.191
N (2.419, -0.282, 0.093)  0.086
C (2.893, -0.542, 1.448)  -0.355
C (2.715, -2.026, 1.725)  -0.156
C (3.472, -2.655, 2.717)  -0.010
C (3.249, -4.005, 3.010)  -0.068
C (2.260, -4.714, 2.322)  -0.087
C (1.508, -4.082, 1.323)  -0.073
C (1.748, -2.737, 1.020)  -0.048
C (4.340, -0.094, 1.568)  -0.192
C (5.182, -0.321, 0.480)  -0.032
C (6.544, -0.016, 0.585)  -0.062
C (7.062, 0.485, 1.785)  -0.078
C (6.217, 0.681, 2.882)  -0.065
C (4.850, 0.391, 2.774)  -0.053
C (1.961, 0.258, 2.379)  -0.296
C (0.455, -0.032, 2.143)  -0.117
C (-0.220, 1.323, 2.365)  -0.155
C (0.871, 2.372, 2.072)  -0.207
N (2.098, 1.641, 2.137)  -0.027
H (4.237, -2.090, 3.255)  0.115
H (3.851, -4.488, 3.782)  0.108
H (2.076, -5.762, 2.560)  0.103
H (0.732, -4.617, 0.773)  0.099
H (1.187, -2.234, 0.228)  0.097
H (4.786, -0.787, -0.429)  0.121
H (7.185, -0.183, -0.282)  0.107
H (8.130, 0.693, 1.874)  0.106
H (6.605, 1.043, 3.835)  0.108
H (4.196, 0.513, 3.644)  0.116
H (2.218, 0.010, 3.430)  0.146
H (0.338, -0.349, 1.098)  0.090
H (0.098, -0.846, 2.784)  0.122
H (-1.102, 1.464, 1.732)  0.096
H (-0.530, 1.397, 3.415)  0.110
H (0.735, 2.768, 1.049)  0.093
H (0.851, 3.236, 2.750)  0.113
H (2.966, 2.124, 2.329)  0.128

For the energy above the lowest of the compared OMol25 structures with the same formula, charge and spin, the calculation gives 22.2 kJ/mol. As for the net charge: +1. The molecular weight comes out at 512.7 g/mol. As for the electronic energy: -43252.5006 eV. The calculation puts the HOMO energy at -0.36895 Ha.